{"formula": "C4H29NO11S", "method": "wB97M-V/def2-TZVPD", "gap_ev": 9.1, "e_homo_ev": -9.0, "e_lumo_ev": 0.1, "total_energy_ev": -39465.262, "smiles": "NC(=O)CCCS.O.O.O.O.O.O.O.O.O.O", "elements": ["N", "C", "O", "C", "C", "C", "S", "H", "H", "H", "H", "H", "H", "H", "H", "H", "O", "H", "H", "O", "H", "H", "O", "H", "H", "O", "H", "H", "O", "H", "H", "O", "H", "H", "O", "H", "H", "O", "H", "H", "O", "H", "H", "O", "H", "H"], "xyz": [[0.464, 0.187, -0.022], [-0.346, -0.583, 0.889], [-0.150, -1.631, 1.376], [-1.680, 0.179, 0.960], [-2.623, -0.661, 1.705], [-3.460, -0.020, 2.818], [-2.773, 1.056, 4.162], [1.391, -0.216, -0.251], [0.055, 1.070, -0.423], [-1.277, 1.098, 1.458], [-2.016, 0.605, -0.047], [-3.322, -1.073, 0.896], [-2.146, -1.543, 2.139], [-4.290, 0.557, 2.351], [-3.911, -0.884, 3.267], [-1.805, 1.535, 3.379], [2.945, -0.903, 1.519], [2.218, -1.507, 1.576], [3.585, -1.248, 2.000], [-1.335, 2.495, -1.836], [-1.165, 3.316, -1.315], [-1.665, 2.662, -2.695], [1.800, 0.047, -3.573], [2.579, -0.292, -4.029], [1.790, -0.202, -2.631], [-1.833, -0.546, -2.603], [-0.978, -0.977, -2.496], [-1.412, 0.164, -3.151], [-0.140, 1.649, -4.186], [0.688, 1.272, -3.906], [-0.370, 2.039, -3.299], [1.606, -3.166, 1.632], [0.979, -3.214, 0.945], [1.072, -3.253, 2.465], [2.558, 1.725, 1.755], [2.466, 0.818, 1.602], [2.458, 1.951, 2.714], [1.400, 4.578, 0.273], [1.716, 4.633, 1.206], [1.985, 3.859, -0.039], [-0.535, -3.641, -1.139], [-0.501, -3.208, -2.031], [-1.111, -4.387, -1.206], [2.378, -1.227, -1.043], [2.774, -1.091, -0.190], [1.939, -2.025, -0.978]], "forces_ev_per_angstrom": [[-0.70, -1.26, 1.72], [-1.29, 5.69, -5.30], [0.90, -1.77, 1.18], [1.79, 1.47, -0.27], [-1.97, -0.53, -0.13], [-1.41, 0.55, -0.89], [0.18, -0.87, -0.85], [-1.49, 1.27, -0.29], [0.89, -1.63, 0.70], [-0.90, -0.38, 0.27], [0.43, -1.13, 1.21], [0.44, 0.39, 1.41], [0.27, 0.30, -0.21], [0.55, -0.26, 0.37], [-0.46, -0.10, 0.79], [0.16, 0.27, 0.11], [-3.52, 3.47, -3.56], [-1.19, -1.37, 0.42], [4.84, -2.47, 3.47], [0.92, 0.09, 2.52], [-0.35, -0.67, -1.10], [-1.07, 1.03, -0.97], [-0.11, -0.11, 0.23], [-0.07, -0.05, 0.56], [0.73, -0.24, -0.50], [1.37, 0.82, -0.88], [-0.15, -0.76, 0.68], [-1.15, -0.05, 0.06], [-1.47, 1.16, 1.51], [1.14, -0.85, -0.55], [0.39, -0.29, -1.34], [1.63, -1.35, 2.71], [-1.45, -0.08, -1.18], [0.66, 0.19, -1.37], [0.16, 3.81, 1.40], [-0.18, -2.33, 0.24], [0.10, -0.83, -1.46], [1.01, -0.64, 0.91], [-0.58, 0.13, -0.92], [-0.51, 0.38, 0.00], [1.00, 1.53, -0.95], [-0.31, -0.86, 1.23], [-0.58, -0.64, -0.27], [1.64, 1.77, -1.87], [1.21, -0.01, 1.05], [-1.48, -2.80, 0.08]]}